[1]
189
Properties=species:S:1:pos:R:3:mulliken_charge:R:1 method="wB97M-V/def2-TZVPD" total_charge=+2 gap_ha=0.060 total_energy_ev=-112204.4599 relative_energy_kj_mol=367.1 lumo_energy_ev=-10.51
Al 1.93 3.81 2.90 1.01
C -0.50 0.27 0.33 -0.52
C 0.68 1.15 -0.05 -0.45
O 1.60 1.61 0.94 0.43
H -1.37 0.30 -0.32 0.56
H -0.99 0.53 1.27 -0.24
H -0.33 -0.77 0.06 0.11
H 0.20 1.95 -0.62 0.19
H 1.18 0.54 -0.80 0.31
C -7.37 -0.57 5.04 0.08
O -7.86 -0.16 6.09 -0.57
N -6.18 -1.28 4.87 0.16
C -5.65 -1.29 3.54 -1.12
C -5.31 -1.84 5.89 -0.99
H -7.70 -0.33 4.02 0.34
H -6.27 -1.17 2.66 0.43
H -5.50 -2.36 3.43 0.44
H -4.70 -0.80 3.35 0.21
H -5.82 -2.49 6.60 0.42
H -4.47 -2.47 5.59 0.31
H -4.99 -1.03 6.55 0.27
C 0.75 -3.95 -1.65 -0.24
O 1.64 -3.51 -0.92 -0.57
N 0.30 -3.33 -2.76 0.38
C -0.90 -3.72 -3.43 -1.16
C 1.06 -2.11 -3.22 -0.89
H 0.29 -4.94 -1.48 0.47
H -1.80 -3.41 -2.91 0.32
H -0.93 -4.81 -3.53 0.45
H -1.00 -3.33 -4.44 0.34
H 0.42 -1.26 -3.45 0.29
H 1.94 -1.89 -2.62 0.01
H 1.49 -2.42 -4.18 0.54
C 5.50 -2.10 1.72 0.10
O 6.48 -2.12 2.49 -0.58
N 4.85 -0.97 1.27 0.66
C 3.61 -1.07 0.40 -0.69
C 5.34 0.39 1.58 -0.49
H 4.90 -2.98 1.41 0.34
H 3.69 -0.28 -0.35 -0.05
H 2.72 -0.94 1.00 -0.02
H 3.54 -2.10 0.03 0.61
H 4.71 0.84 2.35 0.07
H 6.41 0.48 1.76 0.46
H 5.17 1.05 0.73 -0.23
C -3.50 -4.65 2.65 -0.15
O -3.57 -4.94 3.77 -0.48
N -2.53 -3.89 2.04 0.47
C -1.30 -3.32 2.81 -0.18
C -2.83 -3.19 0.81 -0.89
H -4.33 -4.85 1.95 0.46
H -1.70 -3.00 3.77 0.36
H -0.85 -2.41 2.42 -0.07
H -0.47 -4.03 2.88 -0.25
H -2.12 -3.61 0.10 0.40
H -3.86 -3.31 0.48 0.33
H -2.66 -2.12 0.71 0.04
C 1.87 -7.91 1.01 0.13
O 0.92 -8.35 0.30 -0.60
N 1.81 -6.79 1.75 0.26
C 3.01 -6.18 2.23 -0.87
C 0.54 -6.08 1.85 -1.08
H 2.87 -8.37 0.93 0.28
H 3.19 -5.28 1.64 0.27
H 3.88 -6.80 1.99 0.29
H 2.82 -6.00 3.29 0.29
H 0.49 -5.14 1.29 0.22
H -0.40 -6.61 1.79 0.31
H 0.39 -5.78 2.89 0.46
C 5.24 4.21 1.51 -0.04
O 4.64 3.31 1.96 -0.43
N 5.55 4.25 0.17 0.36
C 6.35 5.40 -0.34 -0.92
C 5.37 3.16 -0.76 -0.23
H 5.63 5.05 2.09 0.38
H 7.20 4.86 -0.75 0.40
H 6.66 6.11 0.42 0.29
H 6.03 5.90 -1.25 0.27
H 4.86 3.48 -1.67 0.31
H 6.28 2.60 -0.98 0.61
H 4.66 2.47 -0.32 -0.73
C -0.72 2.00 5.41 -0.24
O 0.03 2.20 4.44 -0.49
N -1.40 0.81 5.54 0.42
C -2.06 0.48 6.74 -1.01
C -1.11 -0.30 4.58 -0.19
H -0.73 2.66 6.29 0.47
H -2.88 -0.18 6.48 0.18
H -2.61 1.33 7.14 0.43
H -1.41 0.11 7.53 0.35
H -0.63 -1.09 5.15 0.51
H -1.99 -0.77 4.13 -0.04
H -0.40 -0.01 3.81 -0.31
C -6.31 -0.18 -1.07 0.25
O -5.62 -1.24 -1.17 -0.73
N -7.67 -0.19 -1.06 0.16
C -8.41 1.04 -1.36 -0.89
C -8.34 -1.53 -0.99 -0.95
H -5.91 0.85 -1.07 0.28
H -9.46 1.02 -1.08 0.33
H -8.38 1.41 -2.39 0.31
H -8.09 1.88 -0.75 0.30
H -7.71 -2.26 -0.48 0.27
H -9.26 -1.78 -0.46 0.35
H -8.59 -1.88 -1.99 0.36
C 3.38 -1.59 -7.63 0.25
O 4.57 -1.90 -7.66 -0.58
N 2.91 -0.62 -6.84 0.25
C 1.64 -0.04 -7.09 -0.97
C 3.66 0.16 -5.81 -0.87
H 2.51 -1.90 -8.23 0.26
H 1.06 -0.21 -6.19 0.28
H 1.13 -0.45 -7.97 0.31
H 1.46 1.03 -7.21 0.30
H 3.72 1.23 -6.03 0.35
H 3.15 0.02 -4.86 0.20
H 4.67 -0.18 -5.58 0.28
C -2.11 1.03 -5.58 -0.03
O -1.20 0.23 -5.89 -0.63
N -3.30 0.76 -4.96 0.28
C -4.52 1.61 -5.04 -0.78
C -3.34 -0.48 -4.11 -0.47
H -2.07 2.10 -5.87 0.38
H -5.00 1.56 -4.07 0.12
H -5.17 1.06 -5.72 0.40
H -4.56 2.65 -5.37 0.33
H -2.38 -0.91 -3.85 -0.14
H -3.59 -0.22 -3.08 0.16
H -4.16 -1.17 -4.35 0.36
C -5.05 4.32 -1.72 -0.24
O -5.69 3.47 -1.18 -0.45
N -3.69 4.17 -2.03 0.32
C -2.99 5.51 -2.20 -1.10
C -2.86 3.05 -1.66 -0.68
H -5.36 5.33 -2.03 0.43
H -3.11 5.87 -3.22 0.39
H -1.90 5.40 -2.19 0.27
H -3.21 6.32 -1.51 0.39
H -1.93 2.91 -2.21 0.47
H -2.40 3.05 -0.67 0.08
H -3.38 2.11 -1.87 0.08
C 3.68 0.67 5.28 -0.15
O 3.50 1.54 4.40 -0.47
N 3.27 -0.68 5.18 0.28
C 3.83 -1.62 6.08 -1.12
C 2.49 -1.18 4.08 -0.51
H 4.33 0.75 6.17 0.39
H 4.89 -1.70 5.84 0.37
H 3.21 -2.51 6.18 0.36
H 3.74 -1.09 7.03 0.39
H 2.14 -0.47 3.33 -0.33
H 3.17 -1.84 3.54 0.47
H 1.64 -1.76 4.44 0.39
C -1.82 4.47 2.07 0.02
O -0.83 3.76 1.74 -0.57
N -3.04 3.89 2.23 0.37
C -4.14 4.68 2.81 -0.98
C -3.50 2.53 2.01 -0.62
H -1.88 5.54 2.31 0.35
H -4.53 4.26 3.74 0.32
H -4.90 4.75 2.02 0.32
H -3.83 5.69 3.07 0.35
H -3.94 2.16 2.93 0.46
H -4.27 2.42 1.25 0.35
H -2.72 1.83 1.71 -0.37
C 2.37 5.28 -0.92 -0.23
O 2.48 4.53 0.10 -0.55
N 2.29 4.90 -2.20 0.63
C 2.37 5.85 -3.28 -1.02
C 2.23 3.50 -2.62 -1.23
H 2.21 6.36 -0.82 0.37
H 2.11 5.32 -4.20 0.32
H 3.45 5.94 -3.37 0.38
H 1.92 6.82 -3.07 0.28
H 2.38 2.69 -1.90 -0.03
H 1.45 3.22 -3.33 0.50
H 3.11 3.32 -3.25 0.62
C 7.57 -1.15 -3.74 0.16
O 7.86 -1.04 -4.95 -0.57
N 6.86 -2.18 -3.25 0.15
C 6.32 -2.22 -1.92 -1.14
C 6.13 -3.08 -4.15 -0.92
H 7.81 -0.43 -2.95 0.28
H 6.89 -1.54 -1.29 0.38
H 6.46 -3.27 -1.67 0.34
H 5.28 -1.90 -1.85 0.40
H 5.39 -2.56 -4.76 0.25
H 6.83 -3.49 -4.88 0.36
H 5.66 -3.91 -3.63 0.34



[2]
196
Properties=species:S:1:pos:R:3:mulliken_charge:R:1 method="wB97M-V/def2-TZVPD" gap_ha=0.339 total_energy_ev=-89348.1659 relative_energy_kj_mol=109.0 lumo_energy_ev=0.45
C 1.83 -5.18 0.23 -1.73
C 1.69 -3.77 -0.26 0.90
C 0.37 -3.06 0.19 -0.03
O 2.81 -3.12 0.27 -0.54
H 2.66 -5.60 -0.25 0.48
H 0.96 -5.81 0.17 0.38
H 2.08 -5.19 1.35 0.29
H 1.69 -3.70 -1.36 -0.11
H 0.19 -3.05 1.29 0.17
H -0.48 -3.52 -0.28 0.31
H 0.36 -2.06 -0.11 -0.51
H 2.79 -2.20 -0.10 0.07
C 6.12 -4.38 1.80 -1.37
C 5.58 -3.05 2.30 0.86
C 6.71 -2.39 3.16 -1.58
O 5.28 -2.15 1.23 -0.42
H 6.95 -4.12 1.12 0.30
H 5.29 -4.93 1.27 0.27
H 6.51 -5.02 2.56 0.41
H 4.66 -3.18 2.89 0.24
H 6.57 -1.35 3.40 0.31
H 7.71 -2.47 2.68 0.41
H 6.85 -2.91 4.12 0.41
H 4.51 -2.56 0.81 0.46
C 4.89 0.10 5.15 -1.19
C 3.58 0.54 5.84 1.90
C 3.46 0.02 7.24 -1.79
O 3.52 1.95 5.93 -0.65
H 4.88 -1.00 4.93 0.25
H 5.80 0.30 5.76 0.32
H 4.86 0.55 4.12 0.23
H 2.76 0.10 5.28 -0.52
H 4.10 0.49 7.87 0.52
H 3.55 -1.07 7.21 0.34
H 2.50 0.18 7.70 0.35
H 3.53 2.30 5.05 0.34
C -0.65 -2.10 5.12 -0.28
C -1.85 -2.27 6.05 0.43
C -1.46 -2.55 7.50 -1.46
O -2.57 -1.00 5.95 -0.41
H -0.11 -3.07 5.05 0.42
H 0.00 -1.33 5.55 -0.07
H -0.99 -1.65 4.20 -0.24
H -2.49 -3.08 5.68 0.21
H -1.01 -1.67 7.91 0.38
H -0.65 -3.31 7.50 0.36
H -2.25 -2.92 8.20 0.37
H -3.04 -0.94 6.84 0.28
C 3.61 4.44 1.29 -1.13
C 3.52 4.47 2.81 0.44
C 2.40 5.42 3.18 -0.98
O 3.23 3.12 3.28 -0.51
H 3.80 5.46 0.95 0.51
H 2.72 4.03 0.88 -0.32
H 4.45 3.98 0.87 0.52
H 4.49 4.83 3.17 0.46
H 1.42 5.06 2.69 -0.19
H 2.71 6.40 2.77 0.49
H 2.20 5.55 4.25 0.33
H 2.26 3.02 3.23 -0.01
C 1.13 3.51 -1.49 -0.23
C 0.41 4.78 -1.75 0.66
C -0.55 5.10 -0.61 -0.70
O -1.25 3.93 -0.32 0.07
C -2.16 4.17 0.70 -1.02
N 1.25 5.95 -2.06 -0.78
H 0.45 2.70 -1.25 -0.20
H 1.81 3.62 -0.66 -0.37
H 1.69 3.19 -2.32 0.65
H -0.19 4.70 -2.72 0.05
H -1.23 5.84 -1.02 0.29
H 0.00 5.47 0.28 0.20
H -1.83 4.79 1.49 0.48
H -2.59 3.23 1.10 -0.13
H -2.98 4.75 0.32 0.46
H 1.90 5.69 -2.81 0.33
H 1.93 6.17 -1.34 0.26
C -0.28 2.85 -6.88 -1.44
C -1.57 2.21 -7.35 1.62
C -2.77 2.52 -6.43 -1.11
O -2.37 2.14 -5.12 0.13
C -3.43 2.05 -4.22 -0.53
N -2.00 2.55 -8.70 -0.69
H 0.46 2.73 -7.70 0.40
H 0.17 2.48 -5.96 0.15
H -0.41 3.94 -6.77 0.30
H -1.41 1.08 -7.28 -0.71
H -3.68 1.97 -6.74 0.33
H -3.02 3.55 -6.41 0.51
H -3.80 3.03 -4.00 0.36
H -3.08 1.48 -3.37 -0.21
H -4.23 1.38 -4.59 0.34
H -2.24 3.55 -8.79 0.28
H -1.20 2.36 -9.29 0.31
C -3.90 -1.99 2.01 -1.27
C -4.32 -0.53 2.07 1.77
C -5.58 -0.44 1.24 -1.02
O -5.33 -0.54 -0.14 -0.05
C -6.42 -0.84 -0.97 -0.82
N -4.68 -0.11 3.44 -0.71
H -2.86 -2.08 2.36 0.01
H -3.93 -2.31 0.98 0.27
H -4.50 -2.69 2.65 0.43
H -3.60 0.10 1.54 -0.55
H -6.03 0.54 1.39 0.37
H -6.30 -1.26 1.55 0.34
H -7.06 -1.68 -0.67 0.35
H -6.08 -1.15 -1.94 0.17
H -7.02 0.09 -1.16 0.31
H -4.04 -0.47 4.15 0.15
H -4.72 0.91 3.60 0.29
C -2.47 -1.84 -7.00 -1.81
C -1.41 -2.08 -5.98 2.33
C -0.27 -2.83 -6.69 -0.79
O -0.71 -4.17 -6.84 -0.20
C 0.36 -5.01 -7.28 -0.89
N -0.97 -0.75 -5.54 0.08
H -3.40 -1.63 -6.49 0.45
H -2.74 -2.71 -7.63 0.35
H -2.31 -0.96 -7.62 0.33
H -1.79 -2.81 -5.18 -1.13
H 0.61 -2.70 -6.04 0.20
H -0.03 -2.35 -7.68 0.35
H -0.01 -6.02 -7.32 0.27
H 1.29 -4.92 -6.61 0.30
H 0.59 -4.68 -8.29 0.33
H -1.73 -0.13 -5.26 -0.11
H -0.29 -0.78 -4.78 -0.13
C -0.37 2.47 6.63 -1.65
C -1.56 2.98 5.80 0.32
C -1.15 4.34 5.27 -0.40
O -2.27 4.82 4.57 -0.38
C -1.95 6.11 4.02 -0.57
N -1.97 2.12 4.60 -0.27
H -0.57 1.53 7.06 0.37
H -0.14 3.20 7.39 0.48
H 0.56 2.36 6.06 0.33
H -2.43 3.17 6.48 0.47
H -0.23 4.29 4.60 -0.28
H -0.99 5.05 6.07 0.75
H -1.07 5.94 3.32 0.07
H -1.70 6.80 4.83 0.29
H -2.79 6.50 3.46 0.29
H -2.17 1.21 5.06 -0.13
H -2.88 2.49 4.26 0.19
C -1.73 -6.99 -4.11 -1.26
C -2.94 -5.99 -4.09 -0.07
C -2.49 -4.69 -3.31 -0.35
O -3.45 -3.67 -3.34 -0.44
C -2.95 -2.61 -2.49 -0.27
N -3.41 -5.73 -5.48 -0.70
H -2.03 -7.92 -4.60 0.34
H -1.38 -7.19 -3.07 0.36
H -0.91 -6.42 -4.63 0.21
H -3.74 -6.45 -3.53 0.45
H -1.59 -4.34 -3.80 0.17
H -2.32 -5.04 -2.30 0.48
H -1.97 -2.31 -2.84 0.10
H -2.84 -2.86 -1.42 0.16
H -3.53 -1.68 -2.60 0.26
H -2.65 -5.32 -6.05 0.16
H -4.14 -5.04 -5.39 0.39
C 3.08 -0.85 -4.43 -1.72
C 2.55 -0.93 -2.98 0.90
C 3.46 -0.09 -2.11 -1.00
O 3.12 -0.29 -0.76 0.44
C 3.90 0.53 0.12 -1.01
N 1.13 -0.52 -2.82 0.51
H 2.36 -1.31 -5.14 0.22
H 4.03 -1.33 -4.50 0.51
H 3.16 0.18 -4.72 0.39
H 2.63 -1.98 -2.71 -0.39
H 3.35 1.00 -2.37 0.23
H 4.52 -0.26 -2.22 0.57
H 3.61 1.58 0.04 0.21
H 4.94 0.38 -0.05 0.57
H 3.65 0.18 1.09 -0.06
H 1.03 0.38 -3.26 0.24
H 0.93 -0.37 -1.81 -0.57
C 1.33 0.19 2.63 -0.78
C 0.70 1.31 1.77 1.66
C -0.55 0.89 1.11 1.10
O -0.27 0.40 -0.21 0.81
C -1.47 0.17 -0.96 0.30
N 0.50 2.52 2.56 1.10
H 1.40 -0.71 2.03 0.09
H 0.63 -0.03 3.41 0.02
H 2.33 0.39 3.06 -0.14
H 1.42 1.51 0.99 -0.77
H -1.22 1.71 0.98 -0.91
H -1.02 0.12 1.77 -0.07
H -2.13 -0.50 -0.39 -0.23
H -1.22 -0.24 -1.98 -0.47
H -1.97 1.16 -1.15 -0.18
H -0.23 2.20 3.25 -0.74
H -0.06 3.24 2.03 -0.44